{
  "formula": "C4H8NO3",
  "method": "ωB97M-V/def2-TZVPD",
  "symbols": ["H", "H", "H", "H", "H", "C", "H", "N", "H", "O", "C", "C", "O", "O", "H", "C"],
  "xyz": [[0.08, 0.43, 2.87], [-2.41, 0.97, -2.98], [1.25, -0.05, -0.03], [1.50, -1.73, 0.16], [-2.31, 1.04, -1.18], [1.56, -0.68, 1.88], [0.84, 1.38, 1.47], [1.62, -0.82, 0.52], [1.68, 1.13, 2.99], [0.04, 0.29, -1.46], [-2.28, 0.40, -2.06], [0.97, 0.70, 2.29], [-0.71, -1.08, -3.08], [2.06, -1.38, 2.74], [-3.03, -0.38, -1.98], [-0.86, -0.23, -2.17]],
  "e_homo_ev": -4.43,
  "relative_energy_kcal_mol": 13.5,
  "fmax_ev_per_a": 2.64,
  "charge": -1,
  "mol_weight_g_mol": 118.11,
  "orbital_gap_ha": 0.301
}